# 1
DFT (ωB97M-V/def2-TZVPD) results for a single C7H12 molecule at a distorted geometry.

Values from the calculation:
Relative energy (zero: lowest compared OMol25 entry of this formula, charge and spin) (kJ/mol): 654.1
Highest occupied orbital energy (eV): -6.0
Gap between HOMO and LUMO (Eh): 0.1480
2S+1: 1

Each line ends with the Mulliken charge.
CARTESIAN COORDINATES (ANGSTROEM)
H1 -0.643 1.977 -1.296  0.327
H2 0.805 -0.044 -2.334  0.335
C1 -0.553 -1.499 0.228  -0.148
H3 -1.221 1.448 2.341  0.293
C2 -0.229 0.983 0.522  0.983
H4 -0.100 -3.645 0.262  0.291
H5 -0.078 -0.411 2.089  0.354
C3 -0.849 1.829 1.400  -1.071
H6 -0.267 -1.083 -0.786  0.037
H7 1.587 1.529 -2.290  0.394
H8 -1.628 -1.368 0.380  0.293
C4 0.166 -0.385 1.014  -0.697
C5 -0.029 -2.747 -0.370  -0.945
H9 0.933 -2.721 -0.853  0.233
C6 0.053 1.293 -0.818  -0.316
H10 -1.032 2.847 1.094  0.315
C7 1.162 0.752 -1.666  -1.222
H11 1.252 -0.507 0.930  0.267
H12 1.968 0.352 -1.041  0.277



# 2
DFT (ωB97M-V/def2-TZVPD) results for a single CH2OS molecule at a distorted geometry.

Values from the calculation:
Relative energy (zero: lowest compared OMol25 entry of this formula, charge and spin) (kJ/mol): 48.3
Highest occupied orbital energy (eV): -10.3
SMILES string: O=CS
Gap between HOMO and LUMO (Eh): 0.4044
2S+1: 1

Each line ends with the Mulliken charge.
CARTESIAN COORDINATES (ANGSTROEM)
O1 -0.269 1.268 0.461  -0.486
H1 -1.329 -0.803 0.239  0.143
C1 0.389 0.355 -0.072  0.218
H2 1.498 0.310 -0.293  0.257
S1 -0.289 -1.130 -0.335  -0.133



# 3
DFT (ωB97M-V/def2-TZVPD) results for 14 unconnected molecules or ions with the total composition C4H36NO13 at a distorted geometry.

Values from the calculation:
Relative energy (zero: lowest compared OMol25 entry of this formula, charge and spin) (kJ/mol): 140.9
Highest occupied orbital energy (spin up / spin down) (eV): -4.2 / -9.7
Gap between HOMO and LUMO (spin up / spin down) (Eh): 0.1454 / 0.3466
2S+1: 2

Each line ends with the Löwdin spin population.
CARTESIAN COORDINATES (ANGSTROEM)
N1 -3.366 -0.015 1.020  0.295
O1 3.082 -0.008 1.207  0.000
H1 0.295 2.265 3.709  0.000
C1 -2.313 -0.467 -0.058  0.006
O2 0.477 -4.251 -0.863  0.000
O3 0.307 -3.839 1.586  0.001
H2 0.573 2.140 -1.328  0.000
H3 -0.797 2.718 0.967  0.003
H4 -0.614 -3.342 1.669  0.000
H5 -3.450 1.009 -1.065  0.000
C2 -2.700 0.225 -1.346  0.006
H6 2.922 -1.958 -1.000  0.000
O4 -0.010 2.911 3.002  0.003
H7 -1.843 -1.286 4.489  0.002
H8 2.320 -0.384 1.361  0.000
O5 -1.161 2.996 0.083  0.008
O6 2.304 2.541 1.395  0.000
C3 -2.995 0.578 2.112  0.542
H9 0.767 3.423 2.757  0.000
H10 -4.385 -0.266 0.826  0.004
H11 -2.017 0.833 2.503  0.038
H12 -1.290 -0.187 0.343  0.001
H13 0.282 -3.905 -1.761  0.000
H14 0.335 -3.615 0.656  0.000
H15 -0.023 2.736 -3.315  0.000
H16 0.381 -1.637 1.233  0.000
O7 0.342 -1.300 2.114  0.002
H17 3.113 1.753 -1.838  0.000
H18 -0.422 3.502 -0.276  0.000
H19 -3.209 -0.331 -3.498  0.000
H20 3.641 -0.539 0.614  0.000
H21 0.032 -0.254 -3.304  0.000
H22 -0.680 -0.381 3.895  0.002
H23 -2.187 -1.327 -2.560  0.000
H24 1.062 1.775 -2.847  0.000
O8 0.838 -0.714 -3.248  0.000
O9 1.493 2.445 -1.296  0.000
O10 -1.739 -0.474 4.242  0.028
H25 -3.563 1.052 2.901  0.049
H26 0.567 -2.023 2.790  0.001
H27 3.136 2.917 1.271  0.000
H28 1.748 2.575 -0.375  0.000
H29 1.370 -4.599 -0.886  0.000
H30 4.000 0.499 -2.504  0.000
H31 -1.987 0.864 -1.878  0.001
H32 -3.881 -1.281 -2.019  0.000
O11 0.196 1.770 -3.192  0.000
H33 -2.488 -1.578 -0.250  0.004
O12 3.076 0.860 -2.253  0.000
C4 -3.056 -0.684 -2.493  0.001
H34 2.684 1.611 1.307  0.000
H35 4.037 -2.858 -0.877  0.000
O13 3.324 -2.517 -0.339  0.000
H36 1.473 0.023 -3.384  0.000



# 4
DFT (ωB97M-V/def2-TZVPD) results for a gas-phase ion, C2H4NO (charge -1) at a distorted geometry.

Values from the calculation:
Relative energy (zero: lowest compared OMol25 entry of this formula, charge and spin) (kJ/mol): 423.0
Highest occupied orbital energy (spin up / spin down) (eV): -1.3 / -1.3
Gap between HOMO and LUMO (spin up / spin down) (Eh): 0.2247 / 0.2158
2S+1: 1
Charge: -1

Each line ends with the Mulliken charge.
CARTESIAN COORDINATES (ANGSTROEM)
C1 0.057 0.405 0.324  -0.313
O1 -2.209 -0.690 -0.136  -0.346
H1 1.694 -0.046 -1.107  -0.024
H2 0.757 -1.474 -0.511  0.096
H3 -0.087 0.397 1.559  0.139
N1 -1.565 0.394 0.045  -0.173
C2 1.129 -0.502 -0.249  -0.557
H4 0.225 1.515 0.076  0.177



# 5
DFT (ωB97M-V/def2-TZVPD) results for 2 unconnected molecules or ions with the total composition C5H8N2O5 at a distorted geometry.

Values from the calculation:
Relative energy (zero: lowest compared OMol25 entry of this formula, charge and spin) (kJ/mol): 696.4
Highest occupied orbital energy (eV): -9.4
SMILES string: C=C([N+](=O)[O-])[N+](=O)[O-].C=C(C)O
Gap between HOMO and LUMO (Eh): 0.2910
2S+1: 1

Each line ends with the Mulliken charge.
CARTESIAN COORDINATES (ANGSTROEM)
H1 1.206 0.541 -2.387  0.393
H2 -2.254 -1.265 -0.004  0.446
H3 -0.519 1.717 -0.628  0.377
H4 -3.446 -0.107 0.190  0.345
O1 0.362 -2.111 0.175  -0.597
H5 -2.399 0.128 -1.229  0.340
O2 3.319 0.073 0.665  -0.557
C1 -0.623 1.331 0.380  -0.834
C2 -1.419 0.344 0.666  0.495
N1 2.695 0.509 -0.214  1.091
N2 1.017 -1.186 0.532  1.141
O3 1.382 -1.118 1.637  -0.561
O4 2.975 1.416 -0.964  -0.620
H6 -0.692 -0.156 2.370  0.371
C3 1.406 -0.206 -0.445  0.189
C4 -2.425 -0.256 -0.268  -1.466
O5 -1.527 -0.241 1.925  -0.487
C5 0.862 -0.167 -1.668  -0.813
H7 -0.146 -0.734 -1.794  0.296
H8 0.226 1.487 1.061  0.450



# 6
DFT (ωB97M-V/def2-TZVPD) results for a molecular structure, C5H7NO.

Values from the calculation:
Relative energy (zero: lowest compared OMol25 entry of this formula, charge and spin) (kJ/mol): 351.9
Highest occupied orbital energy (eV): -8.9
Gap between HOMO and LUMO (Eh): 0.3667
2S+1: 1

Each line ends with the Mulliken charge.
CARTESIAN COORDINATES (ANGSTROEM)
C1 1.046 -0.734 -0.613  -0.449
C2 -1.210 -0.371 0.362  -0.074
C3 -0.042 0.833 -1.237  -0.345
C4 1.260 0.720 -0.976  -0.308
H1 1.431 -1.427 -1.367  0.283
H2 -1.258 0.715 2.301  0.288
H3 -0.738 1.585 -1.597  0.394
H4 1.294 -1.117 0.380  0.248
N1 -0.419 -0.500 -0.841  -0.224
C5 -0.645 0.141 1.610  -0.372
H5 2.124 1.363 -1.078  0.355
O1 -0.988 -1.242 1.436  -0.436
H6 -2.256 -0.169 0.127  0.467
H7 0.424 0.344 1.654  0.173



Among the records above, which one has the highest relative energy (zero: lowest compared OMol25 entry of this formula, charge and spin)? C5H8N2O5